(1)
231
Properties=species:S:1:pos:R:3:forces:R:3 method="wB97M-V/def2-TZVPD" energy_ha=-5042.80878 mol_weight_g_mol=1608.1 e_lumo_ev=0.5 gap_ev=8.13
N 3.24246 5.00938 -4.23112 0.585 0.078 0.769
C 3.68280 5.89853 -3.29978 -0.004 0.714 0.631
C 2.81459 5.90282 -2.22478 0.271 -0.469 -0.786
C 1.80531 4.91173 -2.51874 0.945 0.791 0.801
C 2.15655 4.35032 -3.71014 -0.776 -0.197 -1.494
H 3.70160 4.94185 -5.12818 -0.404 -0.624 0.027
H 4.59597 6.45409 -3.45430 -0.146 0.087 -0.046
H 2.95195 6.53294 -1.35848 -0.258 -0.144 0.038
H 0.97352 4.70628 -1.86122 0.045 -0.417 -0.254
H 1.67878 3.61851 -4.34464 -0.166 -0.059 0.332
N 7.86767 -1.05592 -4.20534 -0.269 0.700 -0.438
C 6.51926 -0.82814 -3.88879 1.724 -1.573 0.167
C 6.11975 -1.94784 -3.12365 0.909 2.622 -1.263
C 7.28542 -2.72996 -2.96426 -0.275 -1.046 0.494
C 8.36272 -2.21559 -3.67928 -1.871 0.218 1.060
H 8.45439 -0.42825 -4.73628 -0.364 0.011 0.072
H 6.11868 0.12238 -4.20885 -0.403 -0.329 0.116
H 5.12921 -2.02295 -2.69989 0.178 -0.406 0.082
H 7.21737 -3.55994 -2.27659 0.664 -0.352 -0.321
H 9.39912 -2.50989 -3.75452 -0.221 0.042 -0.056
N 1.99707 -7.58828 -1.07877 -2.072 0.379 -1.673
C 1.19326 -7.53736 -2.21501 0.581 0.178 -0.653
C 0.09313 -6.70500 -1.99138 0.208 -1.318 -0.903
C 0.15235 -6.28622 -0.68473 2.717 -0.643 2.470
C 1.37917 -6.82880 -0.16412 -1.760 0.695 1.519
H 2.76478 -8.23279 -0.95498 0.033 0.544 0.118
H 1.62549 -7.92025 -3.12768 -0.416 -0.173 -0.072
H -0.72947 -6.41424 -2.62792 0.317 -0.289 -0.474
H -0.52644 -5.65814 -0.12693 0.077 -0.077 -0.083
H 1.72839 -6.85854 0.85743 0.022 0.329 -0.015
N 4.54426 2.73926 -2.01617 0.135 -0.103 1.279
C 4.38822 1.41558 -2.27650 -0.299 -0.616 -0.425
C 4.79115 0.67974 -1.15851 -0.853 -0.549 -2.640
C 5.31111 1.58230 -0.28083 -0.171 1.323 2.096
C 5.01541 2.86033 -0.73154 1.034 0.021 -0.248
H 4.39304 3.53781 -2.61580 -0.304 -0.302 -0.055
H 4.06659 1.11166 -3.26169 -0.214 -0.144 0.124
H 4.64621 -0.37956 -1.00588 0.404 0.017 -0.241
H 5.78931 1.25858 0.63183 -0.180 0.543 0.285
H 5.10760 3.83064 -0.26635 0.338 -0.128 -0.133
N -4.62890 -6.30694 5.63196 -3.116 -1.316 0.662
C -5.80093 -5.67317 5.18768 0.885 0.528 -0.674
C -5.40264 -4.56740 4.39789 0.363 -2.357 1.562
C -3.99093 -4.62818 4.46452 1.086 1.302 -1.404
C -3.54855 -5.71251 5.17356 0.952 1.127 -0.700
H -4.58867 -7.19784 6.10606 -0.365 0.279 0.011
H -6.77351 -6.09284 5.39828 0.149 0.059 0.093
H -5.97891 -3.91385 3.75979 -0.123 0.011 0.424
H -3.34907 -3.96162 3.90765 0.066 -0.036 0.043
H -2.57613 -6.15830 5.32212 0.000 0.392 0.078
N 1.46953 -4.18370 -2.53930 0.613 1.781 -0.089
C 1.25212 -4.16455 -3.87498 0.152 0.529 -0.547
C 1.65800 -2.93267 -4.38708 -0.272 -0.519 0.891
C 2.14817 -2.14914 -3.28382 -0.518 -1.600 -0.180
C 1.98771 -2.95420 -2.14836 0.448 -0.307 -0.670
H 1.31904 -4.98931 -1.94901 -0.009 0.244 0.115
H 0.82440 -5.03790 -4.34479 0.039 0.163 -0.138
H 1.52383 -2.60062 -5.40597 0.225 -0.082 0.021
H 2.62359 -1.19256 -3.44291 -0.146 0.094 0.541
H 2.30843 -2.84515 -1.12286 -0.007 0.215 -0.027
N 4.68119 -4.93576 0.38949 -0.326 1.076 0.646
C 5.04622 -5.15177 -0.87657 0.695 -1.642 -0.845
C 5.29528 -6.49652 -0.95947 0.356 -1.732 -0.613
C 5.05782 -7.15307 0.29878 -0.265 2.652 -0.548
C 4.67135 -6.08227 1.12277 0.063 -1.462 0.023
H 4.51030 -3.97598 0.65355 -0.414 -0.100 1.120
H 5.18450 -4.39361 -1.63319 -0.242 0.082 0.267
H 5.62782 -7.05223 -1.82376 0.021 0.270 -0.215
H 5.17295 -8.20760 0.50152 -0.045 0.201 0.238
H 4.36178 -6.15548 2.15485 0.038 0.501 -0.030
N -6.32128 0.62897 1.04225 0.305 -0.567 -0.365
C -6.69337 -0.58482 1.52586 -0.786 -0.328 1.790
C -5.96541 -1.62046 0.95998 -0.741 1.388 0.879
C -5.14641 -0.95947 0.06434 1.708 1.225 -1.648
C -5.33212 0.43318 0.12506 0.035 -1.167 -0.109
H -6.65246 1.52717 1.36420 0.027 -0.348 -0.015
H -7.32231 -0.57087 2.40372 -0.243 -0.283 -0.148
H -5.88323 -2.65288 1.26613 -0.407 0.090 -0.156
H -4.46158 -1.47080 -0.59592 0.197 0.207 -0.061
H -4.86440 1.28233 -0.35096 0.006 -0.221 -0.251
N -5.49525 2.11484 5.65356 0.826 -1.436 0.536
C -5.37495 2.69480 4.42848 -0.675 1.327 0.364
C -4.70830 1.86071 3.58277 0.143 0.986 -0.427
C -4.36283 0.74020 4.33310 0.376 -1.320 -0.153
C -4.83849 0.88526 5.60071 0.020 0.371 0.054
H -5.85227 2.52845 6.50301 0.027 0.023 -0.416
H -5.75443 3.70142 4.33303 -0.029 -0.093 -0.357
H -4.40149 2.08715 2.57234 -0.191 -0.056 0.011
H -3.83427 -0.12125 3.95245 0.031 0.008 0.170
H -4.64309 0.20761 6.41864 -0.475 0.303 0.214
N -0.42930 3.12154 8.66602 -0.823 -0.208 -2.730
C 0.22748 4.05962 7.90481 0.106 0.770 -0.406
C -0.33613 4.19487 6.61414 0.382 -1.110 2.383
C -1.37737 3.22522 6.56552 0.066 -0.801 2.309
C -1.40080 2.54720 7.83110 0.426 1.440 -0.843
H -0.16498 2.79755 9.58541 -0.078 0.159 -0.313
H 1.02553 4.61709 8.37252 0.012 0.067 -0.199
H 0.03077 4.86314 5.84917 -0.270 -0.029 0.128
H -2.04746 3.02941 5.74149 0.000 -0.159 0.062
H -1.93412 1.67907 8.18933 -0.237 0.215 -0.231
N -5.23950 3.96620 -3.05332 -0.549 0.590 1.549
C -6.09411 4.54855 -2.13387 1.156 -0.462 1.533
C -5.41068 4.57768 -0.88471 -1.531 0.131 -1.759
C -4.13243 4.03123 -1.10396 0.435 -0.306 0.390
C -4.05578 3.65546 -2.40273 -0.651 -0.685 -2.394
H -5.54908 3.62488 -3.95207 0.391 0.161 0.122
H -7.10225 4.83845 -2.39076 0.150 -0.005 0.013
H -5.81025 4.89691 0.06650 0.043 0.253 -0.239
H -3.34410 3.88582 -0.38023 -0.108 0.069 0.059
H -3.38973 3.11518 -3.05915 0.687 0.076 0.623
N 1.32029 -5.46594 4.59227 -1.127 -0.372 -0.613
C 0.17986 -5.52138 3.83860 1.093 -0.982 0.363
C -0.54223 -6.69886 3.65273 0.456 0.228 1.299
C -0.11530 -7.83701 4.33813 -0.549 0.664 0.755
C 0.95212 -7.76270 5.24883 -0.615 0.001 -1.151
C 1.66808 -6.57115 5.28453 -0.334 0.552 -0.787
H -0.17127 -4.66601 3.28053 0.245 0.537 0.277
H -1.54370 -6.65646 3.25066 0.212 -0.082 -0.733
H -0.79841 -8.67116 4.27515 0.368 -0.508 0.129
H 1.18837 -8.61114 5.87391 0.252 0.012 -0.030
H 2.59552 -6.48708 5.83152 -0.027 0.030 0.325
N -3.36911 -0.05853 -4.68142 1.533 -0.502 0.857
C -2.45947 -0.90927 -5.32199 -1.227 1.221 2.443
C -1.43660 -1.51463 -4.61726 -0.634 0.833 0.111
C -1.31474 -1.18322 -3.26704 1.053 -0.665 0.815
C -2.19733 -0.42196 -2.52665 -1.427 0.627 -2.527
C -3.21958 0.18373 -3.31818 0.650 -1.703 -1.644
H -2.52293 -1.11855 -6.37962 -0.613 0.362 -0.116
H -0.77821 -2.18090 -5.15485 0.282 0.078 0.368
H -0.45092 -1.49872 -2.70075 0.274 -0.640 -0.213
H -2.11695 -0.32769 -1.45378 -0.001 0.325 -0.122
H -3.96181 0.81685 -2.85487 -0.187 0.102 -0.158
N -3.90578 6.18723 1.36918 2.290 0.510 -0.082
C -2.84221 6.54171 0.56113 -1.139 -2.247 0.707
C -1.63344 5.82109 0.58954 -0.628 1.505 -0.891
C -1.38487 4.99830 1.62223 0.116 -1.446 2.068
C -2.35374 4.79448 2.61372 -0.612 -0.331 -0.866
C -3.62183 5.30957 2.38219 0.290 1.675 -0.829
H -2.98661 7.21635 -0.26978 -0.469 0.282 0.235
H -0.90828 5.90026 -0.20688 0.083 0.431 -0.046
H -0.45709 4.45441 1.72125 0.267 0.001 -0.153
H -2.20969 4.09825 3.42668 0.178 0.076 0.152
H -4.43439 5.17031 3.07986 -0.106 -0.361 -0.043
N -1.71390 -1.12845 4.82783 0.756 0.490 0.773
C -1.04258 0.04885 5.02075 0.304 -1.279 1.618
C -0.26252 0.29806 6.17720 -0.778 -1.027 -0.999
C -0.22296 -0.70475 7.15158 0.084 0.980 -0.175
C -0.86782 -1.90123 6.97007 -0.675 -0.120 -0.951
C -1.62075 -2.08902 5.78022 0.621 1.409 0.237
H -1.17527 0.85936 4.31940 -0.129 -0.167 -0.442
H 0.22693 1.25047 6.31774 0.011 -0.087 -0.001
H 0.21555 -0.49002 8.11490 0.415 -0.061 0.010
H -0.79634 -2.60937 7.78237 -0.330 -0.391 -0.233
H -2.23447 -2.96386 5.62411 0.126 -0.192 -0.067
N 0.28073 1.78332 -1.41909 0.656 -1.933 0.174
C -0.74274 2.17760 -0.67688 -0.118 -0.413 1.499
C -1.27770 1.42655 0.39821 0.823 -0.312 -0.694
C -0.73319 0.15402 0.64535 -0.872 0.807 0.812
C 0.31584 -0.29676 -0.09593 0.960 1.078 -1.561
C 0.78855 0.54831 -1.11988 -0.600 0.376 0.168
H -1.07485 3.19189 -0.84217 -0.324 0.136 -0.152
H -2.03611 1.84045 1.04621 -0.204 0.007 -0.108
H -1.07792 -0.48249 1.44686 -0.376 0.221 0.261
H 0.82336 -1.23459 0.07530 -0.095 -0.140 0.062
H 1.61309 0.16641 -1.70357 0.145 0.390 -0.280
N -2.34640 -4.30722 1.61093 -0.820 -1.228 -0.509
C -3.12300 -5.16236 0.88081 1.444 0.624 0.913
C -3.28742 -5.06468 -0.49056 -0.815 -0.211 0.855
C -2.67625 -4.02427 -1.11683 0.947 1.360 -0.701
C -1.82296 -3.17559 -0.40068 -0.359 -0.051 -0.816
C -1.71269 -3.34380 0.95053 -0.458 -0.183 0.415
H -3.55159 -5.98879 1.42828 -0.240 0.057 0.203
H -3.98998 -5.71378 -0.99207 0.116 -0.125 -0.123
H -2.86897 -3.81074 -2.15782 0.140 -0.092 -0.217
H -1.28316 -2.35439 -0.84860 -0.139 -0.119 -0.266
H -1.17093 -2.61582 1.53613 0.295 -0.110 0.263
N 3.72059 -2.54339 1.92188 -0.938 1.583 1.622
C 4.30793 -1.33034 2.27406 -1.568 -1.111 -0.744
C 3.76999 -0.45757 3.19555 0.078 -0.328 0.067
C 2.63316 -0.83206 3.90656 -0.952 -0.545 -0.029
C 1.98202 -2.03808 3.65247 2.643 0.121 -1.390
C 2.58332 -2.84970 2.61180 0.109 0.946 1.230
H 5.13865 -0.96891 1.68612 0.302 -0.494 -0.090
H 4.27450 0.48646 3.33939 -0.122 0.123 0.164
H 2.13129 -0.22880 4.64859 0.467 0.501 0.161
H 1.20894 -2.32232 4.35100 -0.366 -0.457 -0.543
H 2.09158 -3.79937 2.46106 0.311 -0.282 -0.562
N -0.25837 1.42024 -6.11883 -0.975 0.160 -0.754
C -0.60230 2.22645 -5.13248 -0.364 0.446 0.882
C -1.07325 3.54761 -5.29837 0.524 -0.998 -0.432
C -1.10863 4.01456 -6.58632 0.250 0.659 -0.695
C -0.70650 3.21816 -7.67037 -1.340 -0.585 0.880
C -0.47009 1.88878 -7.36269 1.807 0.272 -0.154
H -0.53719 1.76198 -4.15964 0.166 0.218 0.411
H -1.34305 4.25011 -4.52369 -0.032 -0.456 0.395
H -1.44593 5.03357 -6.70570 0.078 0.183 -0.370
H -0.77051 3.51816 -8.70590 0.043 0.228 0.056
H -0.19517 1.20758 -8.15439 -0.139 -0.217 -0.190
N 4.17638 2.58251 -7.06435 0.597 -1.787 0.250
C 5.28066 1.80564 -7.31180 -0.279 0.707 0.761
C 5.35804 0.41763 -7.18916 -2.091 0.904 0.283
C 4.14766 -0.23362 -6.81641 1.223 0.520 -0.227
C 3.00086 0.51024 -6.52684 0.886 0.285 -0.552
C 3.09022 1.90779 -6.66247 0.248 -0.130 -0.753
H 6.15239 2.41256 -7.50708 0.256 -0.155 -0.377
H 6.25330 -0.15372 -7.38529 0.046 0.137 -0.021
H 4.26893 -1.30654 -6.79349 -0.793 -0.221 0.298
H 2.03065 0.09089 -6.30495 0.045 -0.204 0.216
H 2.19907 2.51139 -6.57342 -0.185 0.029 0.335
N -3.22472 8.17619 -3.67856 0.043 -0.103 -0.245
C -2.28538 8.65524 -4.50041 1.345 -1.921 0.299
C -0.98905 8.04403 -4.62548 -1.445 0.460 1.169
C -0.68467 6.95712 -3.78831 -0.822 0.674 -1.333
C -1.74736 6.40130 -3.06884 0.670 0.066 0.692
C -2.96626 7.03328 -2.99857 0.248 1.441 -0.776
H -2.49715 9.50612 -5.13094 -0.320 0.215 0.179
H -0.27509 8.52917 -5.27456 0.221 -0.172 0.015
H 0.31771 6.55521 -3.79961 -0.041 -0.249 0.171
H -1.63256 5.55496 -2.40783 0.295 -0.284 -0.119
H -3.71902 6.68251 -2.30813 -0.306 -0.138 -0.182
N 2.52663 4.77931 2.62390 0.070 -1.791 0.773
C 2.66615 3.93923 1.54936 -0.639 1.413 0.801
C 2.15639 2.67493 1.46973 0.118 -1.333 1.219
C 1.55514 2.11075 2.61583 -0.694 1.244 -0.535
C 1.31577 2.94432 3.70864 1.755 0.450 -0.208
C 1.95036 4.22915 3.73711 -1.367 -0.482 -2.412
H 3.12179 4.32131 0.64782 0.145 0.464 0.123
H 2.32624 2.09271 0.57609 -0.049 -0.062 -0.078
H 1.13456 1.11622 2.59500 0.057 -0.117 -0.070
H 0.76458 2.56965 4.55846 0.032 0.146 0.176
H 1.72619 4.88902 4.56217 0.466 0.150 0.110

(2)
31
Properties=species:S:1:pos:R:3:forces:R:3 method="wB97M-V/def2-TZVPD" energy_ha=-12232.95459 mol_weight_g_mol=598.6 e_lumo_ev=-2.0 gap_ev=5.87
Ga -0.19797 0.14524 1.13967 -0.146 0.111 -0.458
C 2.28610 2.11505 -2.00851 -0.002 0.013 0.041
C 2.04185 1.65606 -0.71128 -0.039 0.041 -0.091
N 0.79217 1.21810 -0.60605 0.094 -0.195 0.313
N 0.21420 1.37868 -1.80580 -0.041 0.132 -0.260
C 1.08767 1.91882 -2.66926 0.172 0.014 0.050
B -1.23093 0.89467 -2.04457 0.121 -0.088 0.247
N -1.24425 -0.62933 -1.80573 -0.135 0.002 -0.260
C -1.48774 -1.62717 -2.66889 0.039 -0.179 0.050
C -1.30368 -2.82758 -2.00777 -0.014 0.010 0.038
C -0.94268 -2.45268 -0.71073 -0.051 0.017 -0.092
N -0.91246 -1.12886 -0.60591 0.210 -0.031 0.313
N -2.13717 1.55290 -0.98816 -0.114 0.082 -0.243
C -3.21349 2.33365 -1.16201 -0.153 0.110 0.173
C -3.70034 2.68720 0.08239 0.005 -0.003 -0.032
C -2.83484 2.05981 0.98176 -0.017 0.009 -0.088
N -1.90120 1.38202 0.32216 0.087 -0.061 0.318
H 3.19964 2.52869 -2.39801 -0.030 0.007 -0.024
H 2.70292 1.62224 0.13898 -0.017 0.029 0.010
H 0.81167 2.12699 -3.68970 -0.072 -0.030 0.029
H -1.59051 1.15579 -3.15322 -0.039 0.028 -0.067
H -1.77114 -1.42963 -3.68942 0.006 0.079 0.029
H -1.41444 -3.82434 -2.39715 -0.016 0.026 -0.023
H -0.70636 -3.07076 0.13964 -0.031 0.007 0.012
H -3.57628 2.59623 -2.14192 0.111 -0.080 -0.043
H -4.55328 3.30575 0.29950 0.014 -0.009 0.013
H -2.84363 2.06637 2.05990 0.028 -0.020 0.000
Se 4.21831 -0.74892 1.08207 -0.131 -0.189 0.065
Se 4.98380 -2.14156 -0.42217 0.134 0.162 -0.043
Se 3.57793 -4.08396 -0.41627 -0.117 -0.179 -0.043
Se 2.01415 -3.78187 1.08434 0.145 0.184 0.065

(3)
21
Properties=species:S:1:pos:R:3:forces:R:3 method="wB97M-V/def2-TZVPD" smiles="CB1C=Cc2ccccc2N1" energy_ha=-428.57970 mol_weight_g_mol=143.0 e_lumo_ev=0.6 gap_ev=8.81
B -0.76484 -1.82744 0.52744 0.866 2.020 0.617
C 1.17459 2.73617 -1.08446 0.305 1.649 -0.463
C 1.45558 2.66259 0.28203 0.352 0.141 0.149
C 0.58518 1.68521 -1.73341 -0.629 -0.558 2.523
C 1.20565 1.56035 1.01078 0.620 -3.276 1.020
C 0.15432 0.53689 -0.96522 0.879 0.178 -0.433
C 0.58128 0.39477 0.39916 -1.456 1.650 -1.196
C -1.11288 -1.59467 -0.94257 0.677 -0.600 -0.919
C -0.66617 -0.49244 -1.59624 -0.056 0.819 1.351
C -1.26530 -2.94160 1.55750 -1.778 2.081 -2.557
N 0.07268 -0.67646 1.09234 -1.047 -1.655 -2.971
H 1.40715 3.71844 -1.56782 -0.265 -1.195 0.087
H 1.92301 3.43107 0.86858 0.229 0.695 -0.449
H 0.25412 1.80418 -2.72109 -0.225 -0.112 -1.341
H 1.73045 1.45312 2.00986 -1.239 0.166 -0.976
H -1.58107 -2.29701 -1.64896 -0.380 0.098 0.853
H -1.10854 -0.26846 -2.55430 0.496 0.024 -0.537
H -2.39743 -2.85491 1.53140 1.197 -0.066 0.368
H -0.86263 -2.52249 2.44946 0.316 -1.207 1.298
H -1.06181 -3.87570 1.05633 0.614 -0.684 0.956
H 0.27667 -0.63160 2.02919 0.524 -0.169 2.619

(4)
26
Properties=species:S:1:pos:R:3:forces:R:3 method="wB97M-V/def2-TZVPD" energy_ha=-1531.32551 mol_weight_g_mol=261.3 e_lumo_ev=5.8 charge=-2 gap_ev=4.44
C -1.26299 -1.51875 -1.95997 -1.469 0.298 0.395
C -1.64426 -0.14692 -2.12770 -1.173 -0.901 0.295
C -2.27283 0.29096 -0.91758 -0.844 -1.137 -0.629
C -2.27606 -0.80714 0.00321 -0.900 -0.569 -1.198
C -1.64803 -1.92752 -0.63917 -1.375 0.540 -0.849
Ca -0.00980 -0.22568 -0.34006 0.125 2.040 2.624
N 1.62854 -1.33552 -0.27726 0.703 0.746 -0.479
C 2.28047 -0.43852 -1.28807 0.636 -0.768 0.223
C 1.36988 0.71460 -1.76238 1.421 0.166 -0.749
H -2.64499 1.28951 -0.71889 0.136 -0.086 0.029
H -1.46900 0.46034 -3.00795 0.079 -0.082 0.197
H -2.64823 -0.78646 1.02106 0.120 0.028 -0.070
H -1.46413 -2.89603 -0.19203 0.082 0.127 -0.007
H -0.72569 -2.12398 -2.67896 0.058 0.110 0.125
H 1.15007 0.69570 -2.81402 0.107 0.156 -0.660
H 3.20963 -0.03664 -0.83008 0.080 0.017 -0.314
H 2.05747 -2.16495 -0.05612 1.964 -2.084 0.118
H 1.65094 1.68769 -1.38318 0.267 0.418 -0.051
H 2.56931 -1.06302 -2.15817 0.205 0.248 -0.082
F 0.52455 1.25632 4.83054 -0.119 1.233 -0.179
C 0.33998 1.89940 3.64815 0.020 -1.386 -1.676
F -0.82161 2.61784 3.69071 0.944 0.027 0.661
F 1.38977 2.74286 3.41552 -0.833 -0.085 0.896
C 0.25713 0.83680 2.47299 -0.108 0.537 -1.668
O 0.36711 -0.34007 2.75572 -0.074 -0.745 1.168
O 0.09278 1.31915 1.31368 -0.051 1.154 1.884